{
  "formula": "C36H41B2F9N7O5S3SeSr",
  "method": "wB97M-V/def2-TZVPD",
  "e_homo_ev": -10.6,
  "total_charge": 1,
  "gap_ev": 7.88,
  "de_lowest_ev": 2.260,
  "elements": ["Sr", "Se", "S", "S", "S", "F", "F", "F", "F", "F", "F", "F", "F", "F", "O", "O", "O", "O", "O", "N", "N", "N", "N", "N", "N", "N", "C", "C", "C", "C", "C", "C", "C", "C", "C", "C", "C", "C", "C", "C", "C", "C", "C", "C", "C", "C", "C", "C", "C", "C", "C", "C", "C", "C", "C", "C", "C", "C", "C", "C", "C", "C", "B", "B", "H", "H", "H", "H", "H", "H", "H", "H", "H", "H", "H", "H", "H", "H", "H", "H", "H", "H", "H", "H", "H", "H", "H", "H", "H", "H", "H", "H", "H", "H", "H", "H", "H", "H", "H", "H", "H", "H", "H", "H", "H"],
  "coordinates": [[-0.16, 1.25, -0.26], [2.76, -0.62, 0.90], [0.26, -2.52, -1.29], [-3.02, -0.89, 0.25], [-0.38, -0.11, -3.67], [-3.77, 3.76, -0.47], [-2.38, 1.94, -0.83], [5.60, -1.74, 1.38], [6.51, -3.33, 3.34], [1.28, -1.87, 3.27], [4.98, 2.21, 1.29], [3.21, 3.63, 1.60], [4.82, -4.18, 5.28], [2.21, -3.44, 5.25], [-1.58, 4.15, -1.08], [3.45, 2.42, -0.41], [2.43, 0.74, 2.13], [0.15, 0.79, -2.57], [-2.23, 3.28, 1.19], [2.10, 2.76, -0.68], [-0.32, 3.67, -1.04], [-1.07, 2.66, 1.51], [1.12, 1.19, 1.98], [2.07, -3.84, 0.17], [-1.65, -0.52, 0.96], [-0.19, -4.25, 0.64], [-0.63, 2.66, 2.71], [-3.25, -3.42, -0.77], [-6.70, -0.24, 1.79], [2.58, -2.19, 3.29], [3.40, -1.72, -3.79], [2.36, -4.76, 1.05], [3.04, -3.00, 4.30], [1.49, 2.31, 4.14], [1.41, -5.51, 1.77], [0.11, -5.20, 1.54], [-3.55, -5.40, 0.56], [-1.29, 3.37, 3.85], [-3.38, -4.80, -0.68], [5.23, -2.96, 3.32], [3.16, 4.64, -1.82], [2.40, -0.58, -3.83], [3.42, -1.74, 2.28], [1.03, -1.06, -4.31], [0.07, 2.62, -6.78], [0.45, 1.86, -5.52], [1.98, 3.84, -1.36], [0.76, -3.57, -0.11], [-0.72, 1.03, -5.01], [-3.30, -2.65, 0.39], [-3.47, -3.25, 1.64], [-5.15, 1.15, 2.99], [0.59, 4.36, -1.59], [0.72, 1.98, 2.90], [-4.10, 0.64, 2.24], [4.37, -3.39, 4.32], [-3.59, -4.63, 1.72], [4.75, -2.13, 2.32], [-4.37, -0.31, 1.28], [-5.67, -0.75, 1.03], [-6.45, 0.71, 2.77], [0.36, 5.64, -2.33], [-2.52, 3.29, -0.30], [3.88, 2.77, 0.84], [0.84, 6.48, -1.83], [2.86, 5.46, -2.47], [3.41, -4.94, 1.22], [2.29, -0.14, -2.84], [-1.49, 1.67, -4.58], [-0.83, 3.22, -6.63], [-5.87, -1.49, 0.27], [0.87, 3.30, -7.09], [3.03, -2.53, -3.16], [1.69, -6.28, 2.48], [4.36, -1.39, -3.38], [-3.74, -5.11, 2.68], [-1.20, 0.45, -5.81], [2.46, 1.83, 4.15], [2.76, 0.23, -4.48], [0.76, 5.59, -3.34], [-1.31, 2.74, 4.74], [0.75, 2.56, -4.73], [-2.31, 3.63, 3.57], [3.87, 4.00, -2.34], [-3.66, -6.48, 0.62], [0.92, 2.00, 5.02], [-1.63, -0.86, 1.92], [-0.71, 5.83, -2.39], [-3.10, -2.93, -1.72], [-7.72, -0.58, 1.61], [-3.52, -2.64, 2.53], [1.63, 3.39, 4.21], [-4.96, 1.91, 3.74], [-3.35, -5.40, -1.58], [0.86, -2.08, -3.95], [1.31, 1.22, -5.71], [0.93, -1.06, -5.40], [-1.16, -4.01, 0.45], [-3.09, 1.00, 2.37], [-0.74, -5.66, 2.04], [-7.26, 1.11, 3.36], [-0.76, 4.29, 4.10], [-0.12, 1.94, -7.61], [3.60, -2.12, -4.79], [3.69, 5.07, -0.96]]
}

---

{
  "formula": "C50H43FN7O3SbSn",
  "method": "wB97M-V/def2-TZVPD",
  "e_homo_ev": -12.2,
  "total_charge": 2,
  "gap_ev": 6.36,
  "de_lowest_ev": 0.668,
  "elements": ["Sb", "Sn", "F", "O", "O", "O", "N", "N", "N", "N", "N", "N", "N", "C", "C", "C", "C", "C", "C", "C", "C", "C", "C", "C", "C", "C", "C", "C", "C", "C", "C", "C", "C", "C", "C", "C", "C", "C", "C", "C", "C", "C", "C", "C", "C", "C", "C", "C", "C", "C", "C", "C", "C", "C", "C", "C", "C", "C", "C", "C", "C", "C", "C", "H", "H", "H", "H", "H", "H", "H", "H", "H", "H", "H", "H", "H", "H", "H", "H", "H", "H", "H", "H", "H", "H", "H", "H", "H", "H", "H", "H", "H", "H", "H", "H", "H", "H", "H", "H", "H", "H", "H", "H", "H", "H", "H"],
  "coordinates": [[-0.67, -4.53, -0.29], [-1.55, -0.84, -0.35], [2.53, 3.98, -1.26], [-1.55, 1.20, -1.24], [-3.98, 0.10, -2.61], [-5.40, 1.75, -2.15], [2.05, -1.58, -3.07], [-2.54, 4.60, -3.31], [0.61, -0.94, -1.37], [1.46, 0.04, 0.56], [0.13, 0.10, 0.91], [-1.97, -0.57, -3.83], [-2.45, 0.40, 1.54], [5.40, -0.42, -0.91], [-1.28, -2.30, 3.59], [-2.23, -5.98, -0.30], [-2.78, -3.32, 1.52], [-0.66, 6.79, -3.59], [0.95, -5.76, 0.41], [0.70, -7.01, 0.96], [-3.74, 0.49, 1.85], [0.88, -2.99, 2.55], [0.39, 3.12, -1.57], [-4.37, 6.02, -4.27], [-3.23, 1.56, 3.92], [1.29, 4.12, -1.75], [-1.39, -3.45, 1.47], [-2.79, -6.64, 0.80], [-4.18, 1.07, 3.04], [3.05, -7.41, 1.20], [-0.30, 5.50, -2.92], [3.31, -6.18, 0.62], [-3.14, 2.43, -2.50], [4.46, -1.37, -2.92], [-2.17, 7.01, -3.56], [-2.35, -6.45, 2.23], [5.56, -0.98, -2.18], [2.62, -4.06, -0.49], [-2.72, -6.25, -1.59], [-3.42, 3.63, -3.14], [1.66, -0.49, -0.60], [-2.88, 5.80, -4.14], [4.14, -0.24, -0.38], [-3.42, -2.72, 2.59], [0.84, -1.46, -2.55], [3.02, -0.63, -1.11], [3.19, -1.19, -2.37], [-4.29, -7.82, -0.71], [-1.24, 4.46, -2.78], [-2.66, -2.22, 3.64], [-3.82, -7.55, 0.57], [-0.62, -2.91, 2.52], [-1.87, 2.21, -1.92], [-2.91, -0.25, -3.25], [1.74, -7.83, 1.36], [-0.14, 0.70, 2.00], [-1.88, 1.45, 3.61], [-0.90, 3.28, -2.10], [-3.74, -7.17, -1.80], [-4.27, 1.50, -2.39], [2.27, -5.35, 0.20], [-1.54, 0.86, 2.41], [0.96, 5.31, -2.40], [-2.24, -7.42, 2.72], [1.52, -8.80, 1.79], [-4.09, -7.37, -2.80], [-3.15, -1.77, 4.51], [4.57, -1.81, -3.90], [-4.50, -2.67, 2.62], [-0.14, 7.61, -3.10], [-2.29, -5.74, -2.44], [-3.54, 2.01, 4.86], [-3.11, -5.89, 2.79], [1.22, -4.02, 2.47], [-4.40, 3.79, -3.54], [2.14, -1.99, -3.99], [-1.41, -5.91, 2.32], [-2.45, 5.59, -5.13], [2.06, -3.21, -0.09], [-1.12, 1.81, 4.28], [-0.32, -7.36, 1.07], [-4.88, 5.25, -4.85], [1.28, -2.57, 3.47], [-0.32, 6.78, -4.62], [-3.38, -3.74, 0.72], [1.33, -2.43, 1.72], [2.40, -4.13, -1.56], [3.87, -8.05, 1.52], [6.55, -1.12, -2.59], [1.71, 6.09, -2.48], [-5.09, -8.54, -0.85], [-5.23, 1.13, 3.25], [-2.52, 7.18, -2.53], [-2.44, 7.88, -4.14], [4.00, 0.19, 0.60], [-4.44, 0.08, 1.14], [-4.25, -8.08, 1.41], [-4.85, 6.11, -3.29], [0.00, -1.79, -3.15], [-0.69, -1.92, 4.42], [4.33, -5.87, 0.47], [0.67, 1.11, 2.60], [6.27, -0.12, -0.34], [-4.52, 6.96, -4.79], [3.68, -3.83, -0.39], [0.65, 2.21, -1.04]]
}

---

{
  "formula": "C29H31FeN4O6S5",
  "method": "wB97M-V/def2-TZVPD",
  "e_homo_ev": [-4.1, -4.1],
  "total_charge": -1,
  "gap_ev": [5.80, 5.80],
  "de_lowest_ev": 0.091,
  "elements": ["Fe", "S", "S", "S", "S", "S", "O", "O", "O", "O", "O", "O", "N", "N", "N", "N", "C", "C", "C", "C", "C", "C", "C", "C", "C", "C", "C", "C", "C", "C", "C", "C", "C", "C", "C", "C", "C", "C", "C", "C", "C", "C", "C", "C", "C", "H", "H", "H", "H", "H", "H", "H", "H", "H", "H", "H", "H", "H", "H", "H", "H", "H", "H", "H", "H", "H", "H", "H", "H", "H", "H", "H", "H", "H", "H", "H"],
  "coordinates": [[-0.34, 1.47, 0.65], [1.50, 2.91, 0.84], [-0.70, 2.54, -1.39], [-1.56, 3.12, 1.83], [-0.75, -4.28, -3.55], [-0.90, 0.16, 2.87], [0.33, -4.60, -4.47], [2.02, -3.61, 2.11], [-1.78, -5.26, -3.32], [-1.53, -1.17, -1.25], [2.06, -4.56, 0.17], [-1.96, 0.36, 0.34], [1.79, 1.36, 2.94], [1.02, -0.21, 0.03], [1.44, -2.11, -1.05], [1.88, -3.59, 0.90], [-4.93, 2.02, 3.76], [2.39, -0.17, 4.63], [3.98, 0.49, 2.95], [0.97, 3.99, -3.00], [0.00, 0.76, 4.34], [-2.29, -0.55, -0.48], [3.68, -0.23, 4.09], [3.08, 2.03, 1.09], [-4.67, 0.71, 4.18], [0.76, 3.40, -1.74], [1.46, 0.64, 4.01], [1.13, -0.80, -1.17], [-3.44, 0.16, 3.88], [2.95, 4.27, -1.09], [2.13, 4.68, -3.30], [1.53, -2.35, 0.31], [-2.73, 2.20, 2.73], [1.79, 3.55, -0.80], [-3.98, 2.74, 3.05], [1.28, -3.08, -2.13], [1.03, -0.13, -2.48], [-2.21, -2.98, -5.44], [-2.48, 0.89, 3.19], [-1.53, -2.77, -4.09], [2.98, 1.28, 2.39], [3.13, 4.83, -2.35], [-0.06, -3.82, -1.99], [1.29, -1.18, 0.94], [-3.77, -0.86, -0.50], [3.21, 1.33, 0.26], [-4.27, -0.09, -1.10], [4.96, 0.43, 2.49], [2.11, -3.78, -2.14], [-3.96, -1.83, -0.95], [3.70, 4.41, -0.33], [1.16, 0.94, -2.35], [3.92, 2.73, 1.09], [0.06, -4.74, -1.42], [2.25, 5.11, -4.29], [-0.74, -2.01, -4.15], [-2.66, -2.04, -5.76], [-1.49, -3.30, -6.19], [0.19, 3.88, -3.74], [-4.21, 3.74, 2.71], [-2.99, -3.73, -5.36], [1.79, -0.51, -3.17], [1.31, -2.51, -3.06], [-0.28, 0.18, 5.22], [-5.41, 0.14, 4.72], [1.31, -1.01, 2.00], [4.43, -0.86, 4.55], [-2.22, -2.48, -3.30], [-0.26, 1.81, 4.47], [-4.18, -0.80, 0.51], [-5.89, 2.47, 3.98], [0.03, -0.28, -2.90], [2.12, -0.77, 5.49], [4.03, 5.38, -2.58], [-3.20, -0.86, 4.19], [-0.80, -3.18, -1.50]]
}

---

{
  "formula": "C16H37N3O11V",
  "method": "wB97M-V/def2-TZVPD",
  "e_homo_ev": [2.3, -1.7],
  "total_charge": -2,
  "gap_ev": [1.78, 5.75],
  "de_lowest_ev": 0.000,
  "multiplicity": 2,
  "elements": ["V", "O", "O", "O", "O", "O", "O", "O", "O", "O", "O", "O", "N", "N", "N", "C", "C", "C", "C", "C", "C", "C", "C", "C", "C", "C", "C", "C", "C", "C", "C", "H", "H", "H", "H", "H", "H", "H", "H", "H", "H", "H", "H", "H", "H", "H", "H", "H", "H", "H", "H", "H", "H", "H", "H", "H", "H", "H", "H", "H", "H", "H", "H", "H", "H", "H", "H", "H"],
  "coordinates": [[19.17, 4.02, 18.22], [18.94, 1.60, 17.57], [20.39, 4.30, 16.00], [22.82, 0.69, 16.38], [17.08, 2.22, 22.48], [20.73, 3.69, 18.64], [18.29, 4.01, 19.50], [15.59, 3.22, 15.57], [19.79, 6.13, 18.55], [23.17, 0.83, 13.46], [17.24, 3.97, 16.74], [15.69, 5.35, 15.86], [16.02, 4.10, 23.33], [21.23, 7.15, 20.12], [20.80, 5.14, 13.90], [16.20, 4.11, 16.08], [21.65, 6.18, 13.28], [16.50, 3.32, 22.38], [22.05, 0.12, 14.05], [19.36, 0.55, 18.44], [21.71, 0.65, 15.55], [16.06, 3.64, 24.74], [21.08, 4.92, 15.24], [21.64, 5.87, 20.73], [19.78, 4.37, 13.11], [15.34, 5.38, 22.98], [24.15, 0.05, 12.73], [21.91, 8.38, 20.57], [23.31, 2.04, 16.75], [20.27, 0.79, 19.70], [20.29, 7.19, 19.07], [21.28, 1.11, 19.44], [23.53, 2.77, 15.97], [16.85, 2.91, 24.91], [21.40, 9.28, 20.22], [15.11, 3.24, 25.11], [19.19, 5.01, 12.45], [21.19, 0.43, 13.45], [18.50, -0.06, 18.71], [22.04, -0.95, 13.87], [22.31, 5.30, 20.08], [24.23, 1.91, 17.33], [21.97, 5.43, 15.64], [19.01, 3.96, 13.76], [16.42, 3.73, 21.36], [14.90, 5.06, 15.40], [21.22, 1.62, 15.45], [22.96, 8.41, 20.27], [20.52, -0.07, 20.32], [21.08, -0.05, 16.10], [23.70, -0.65, 12.03], [21.01, 6.52, 12.48], [21.99, 8.28, 21.65], [22.59, 2.49, 17.43], [22.12, 5.95, 21.71], [15.47, 5.67, 21.93], [16.32, 4.54, 25.29], [14.27, 5.17, 22.95], [19.89, -0.17, 17.81], [21.89, 7.06, 13.87], [20.09, 3.44, 12.63], [22.54, 5.74, 12.82], [15.68, 6.27, 23.50], [20.11, 8.24, 18.80], [24.61, -0.55, 13.51], [19.87, 1.59, 20.32], [24.81, 0.59, 12.05], [20.73, 5.28, 20.75]]
}

---

{
  "formula": "C17H33NO6",
  "method": "wB97M-V/def2-TZVPD",
  "e_homo_ev": -9.5,
  "total_charge": 0,
  "gap_ev": 10.20,
  "de_lowest_ev": 0.085,
  "smiles": "CCCCCCCCCO[C@H]1O[C@H](CO)[C@H](O)[C@@H](O)[C@H]1NC(C)=O",
  "elements": ["O", "O", "O", "O", "O", "O", "N", "C", "C", "C", "C", "C", "C", "C", "C", "C", "C", "C", "C", "C", "C", "C", "C", "C", "H", "H", "H", "H", "H", "H", "H", "H", "H", "H", "H", "H", "H", "H", "H", "H", "H", "H", "H", "H", "H", "H", "H", "H", "H", "H", "H", "H", "H", "H", "H", "H", "H"],
  "coordinates": [[1.73, 4.57, -2.43], [0.10, 2.81, -1.08], [-3.57, 0.86, -1.71], [1.05, -0.61, -1.55], [-0.46, 0.93, 0.17], [1.14, 2.24, -3.78], [-1.67, -0.32, -1.96], [1.44, 2.41, -1.34], [1.53, 1.55, -2.62], [0.61, 0.33, -2.50], [2.24, -4.95, 3.21], [-1.20, -1.90, 3.37], [0.29, -3.70, 4.34], [-1.39, -0.84, 2.28], [0.19, -2.54, 3.35], [3.16, -4.04, 2.40], [1.70, -4.28, 4.48], [2.25, 3.71, -1.45], [-3.65, -1.52, -1.35], [-0.53, 0.41, 2.50], [-0.81, 0.82, -2.18], [-0.78, 1.73, -0.93], [-0.81, 1.47, 1.44], [-2.99, -0.20, -1.68], [0.80, 4.70, -2.22], [0.82, -0.27, -0.67], [2.38, -3.49, 4.80], [2.57, 1.19, -2.71], [1.66, -5.02, 5.28], [-1.77, 2.20, -0.79], [-2.44, -0.54, 2.27], [-0.22, 2.37, 1.63], [-0.04, -3.34, 5.32], [-1.87, 1.73, 1.43], [0.61, -0.19, -3.46], [3.52, -4.56, 1.51], [-0.74, 0.84, 3.48], [-1.38, -1.45, 4.35], [2.80, -5.84, 3.49], [-3.44, -2.25, -2.12], [3.28, 3.48, -1.74], [1.83, 1.81, -0.50], [-1.15, -1.26, 1.31], [-0.40, -4.49, 4.03], [1.41, -5.27, 2.59], [0.53, 0.14, 2.45], [-1.19, -1.19, -1.79], [-1.19, 1.42, -3.02], [1.46, 3.16, -3.71], [4.03, -3.75, 2.99], [0.40, -2.90, 2.34], [2.65, -3.14, 2.08], [-1.94, -2.68, 3.22], [2.26, 4.20, -0.47], [-3.27, -1.89, -0.40], [-4.72, -1.37, -1.26], [0.95, -1.79, 3.60]]
}

---

{
  "formula": "C15H18BN3O4PS",
  "method": "wB97M-V/def2-TZVPD",
  "e_homo_ev": -3.9,
  "total_charge": -1,
  "gap_ev": 5.08,
  "de_lowest_ev": 1.075,
  "elements": ["S", "P", "O", "O", "O", "O", "N", "N", "N", "C", "C", "C", "C", "C", "C", "C", "C", "C", "C", "C", "C", "C", "C", "C", "B", "H", "H", "H", "H", "H", "H", "H", "H", "H", "H", "H", "H", "H", "H", "H", "H", "H", "H"],
  "coordinates": [[0.63, -3.11, 1.79], [1.59, -2.73, 4.70], [2.16, 3.79, -2.50], [-2.53, -1.64, -0.99], [-2.77, -1.98, -3.12], [3.98, 2.87, -3.25], [-2.77, -1.26, -2.13], [2.94, 2.85, -2.60], [2.77, -3.47, 3.87], [-3.40, 2.36, -1.40], [3.49, 0.53, -1.94], [1.13, 0.37, -0.44], [2.61, 1.61, -1.88], [-3.08, 1.02, -1.22], [-0.62, -1.08, 3.49], [0.56, 0.02, 3.18], [1.43, 1.54, -1.14], [-3.73, 1.97, -3.77], [1.60, 0.84, 3.26], [-3.09, 0.16, -2.32], [-3.41, 0.63, -3.60], [3.18, -0.64, -1.23], [-3.73, 2.83, -2.67], [2.01, -0.71, -0.49], [0.02, -2.62, 3.53], [4.41, 0.57, -2.52], [-2.83, 0.66, -0.23], [1.32, -3.48, 5.90], [0.74, 2.37, -1.09], [-3.99, 2.35, -4.75], [2.36, 1.64, 3.60], [-3.40, 3.04, -0.56], [-0.77, -3.42, 3.93], [3.57, -2.80, 3.77], [0.22, 0.30, 0.14], [-1.06, -0.88, 4.55], [-3.99, 3.88, -2.81], [2.05, -1.42, 5.09], [-0.39, -2.79, 0.86], [-1.42, -0.99, 2.66], [3.86, -1.48, -1.27], [-3.42, -0.03, -4.46], [1.78, -1.62, 0.07]]
}